Density functional theory data (wB97M-V/def2-TZVPD) for C29H38FN3O7PS2Tl as an isolated structure at a distorted geometry.

Summary:
Total charge ... -2
Gap between HOMO and LUMO ... 3.97 eV
Largest force on an atom ... 1.1 eV Å⁻¹
Relative energy (zero: lowest compared OMol25 entry of this formula, charge and spin) ... 22.7 kJ/mol
HOMO ... 0.013 Eh
LUMO level ... 0.159 Eh

The geometry in XYZ format:
```
82
Properties=species:S:1:pos:R:3:forces:R:3:lowdin_charge:R:1
Tl -0.766652 1.602179 0.395240 0.4947 -0.1067 -0.0357 1.030
O -1.626052 3.600479 2.307440 0.0688 -0.0913 0.0720 -0.156
C -3.008852 3.293479 2.311640 -0.0139 0.2498 0.0903 -0.222
C -3.523352 3.415579 0.894540 -0.0268 -0.1067 0.1031 -0.303
C -3.753952 4.655479 0.317140 -0.0424 0.1141 -0.2593 -0.028
C -4.082552 4.717979 -1.032460 -0.0449 -0.3322 0.0721 -0.066
C -4.203052 3.531879 -1.749160 0.0200 0.4122 0.0566 -0.071
C -3.982352 2.342679 -1.078660 -0.1137 -0.0807 0.1188 -0.193
N -3.640252 2.276879 0.204640 -0.2204 0.2996 0.0856 0.058
H -1.104552 2.871479 2.752140 0.0192 0.1020 0.0262 0.028
H -3.532652 4.009279 2.968840 0.0252 -0.1818 -0.1193 0.114
H -3.184652 2.276779 2.668740 -0.0455 -0.0011 -0.0101 0.118
H -3.645652 5.557279 0.904940 0.0274 0.0079 0.0538 0.109
H -4.241552 5.670979 -1.520060 0.0071 0.0414 -0.0091 0.098
H -4.430852 3.527879 -2.804960 0.0051 -0.0528 -0.0708 0.104
H -4.069452 1.395079 -1.591560 0.0519 -0.0106 -0.1394 0.071
C 1.654948 -3.760421 6.286840 0.2342 0.2488 -0.0929 -0.044
C 2.723748 -2.788821 5.754340 -0.0110 -0.2257 0.3715 -0.358
C 4.100048 -3.442021 5.618940 -0.1002 -0.0372 -0.0421 -0.157
C 4.097448 -4.440921 4.469240 -0.0459 0.1468 -0.0066 -0.167
C 3.629348 -3.762821 3.208740 -0.1829 0.2209 0.0501 -0.193
C 4.066448 -4.263121 1.949040 0.1591 -0.0948 -0.3558 -0.050
C 3.662148 -3.593721 0.828340 0.2147 -0.4624 0.1831 -0.317
F 4.098948 -4.053521 -0.399760 -0.1355 0.2246 0.2544 -0.011
C 2.826748 -2.491521 0.859240 0.0469 -0.0786 -0.2314 -0.010
C 2.301248 -2.032921 2.094440 -0.5541 0.7473 -0.5699 -0.099
C 1.339948 -1.011521 2.184240 0.4576 -0.6352 0.0014 -0.212
O 0.647648 -0.632121 1.010940 0.2142 0.2623 0.1416 -0.231
C 0.997748 -0.462221 3.472640 -0.1727 0.0416 0.3491 -0.092
C 1.505748 -1.067521 4.566240 -0.2133 0.1921 -0.0862 -0.032
N 2.304948 -2.212121 4.506440 -0.2862 0.4988 0.1594 -0.025
C 2.776548 -2.684921 3.276440 0.6586 -0.6555 0.0816 -0.101
C 0.179948 0.789979 3.733040 0.2510 -0.4740 0.8751 -0.610
O -0.183952 1.022079 4.891340 -0.1539 0.0339 0.0762 -0.016
O -0.060852 1.561579 2.753340 -0.2335 0.5753 -0.9000 -0.206
H 1.946248 -4.159421 7.258440 0.0146 -0.0736 0.1398 0.066
H 1.501548 -4.583921 5.594840 -0.0124 -0.1098 -0.1009 0.070
H 0.713748 -3.224021 6.388540 -0.1045 0.0041 0.0280 0.073
H 2.807048 -1.972621 6.488640 0.0019 -0.0593 -0.1421 0.134
H 4.377348 -3.922621 6.563140 -0.0354 0.0676 -0.0090 0.104
H 4.833248 -2.659221 5.403140 0.0053 -0.0276 0.0342 0.120
H 3.451948 -5.292621 4.721240 0.0598 -0.0418 -0.0041 0.103
H 5.105048 -4.840621 4.320940 -0.0319 -0.0273 -0.0249 0.105
H 4.700848 -5.135421 1.895540 0.0621 -0.0591 -0.0784 0.087
H 2.602148 -1.974721 -0.059460 -0.0771 0.0793 -0.0864 0.108
H 1.318648 -0.678821 5.555840 -0.0373 0.0898 -0.0157 0.114
N -3.636852 -2.027521 1.082940 -0.1315 0.0251 -0.1457 0.159
C -2.487452 -1.313121 1.316040 -0.1407 -0.3303 0.2189 -0.514
O -2.519552 -0.099521 1.414640 0.0081 -0.1542 0.0626 -0.049
C -1.243552 -2.135121 1.476440 0.3372 0.3838 -0.2507 -0.055
C -0.145152 -1.673121 0.489040 -0.2325 -0.5183 0.0998 -0.213
H -4.447752 -1.494121 0.805940 0.1041 0.0418 0.0233 0.104
H -3.567052 -2.961821 0.712540 0.0453 0.1144 0.1157 0.091
H -1.467152 -3.194221 1.344240 0.0928 -0.0427 0.0614 0.112
H -0.821252 -1.968221 2.476940 -0.1714 -0.1630 -0.0762 0.134
H -0.591552 -1.285021 -0.432860 0.0518 -0.1024 -0.0665 0.116
H 0.487048 -2.540021 0.252040 -0.1358 0.1518 -0.0628 0.109
C 0.895448 3.600179 -4.190060 -0.1983 -0.0343 -0.3325 -0.057
C -0.220852 3.685979 -5.233060 0.2035 0.7014 0.3077 -0.493
C -1.461352 4.355479 -4.656260 0.0539 0.0282 -0.1448 -0.110
O -0.460052 2.404979 -5.767460 -0.4584 -1.0186 -0.0041 -0.341
P -1.735552 1.406179 -5.414460 0.3094 -0.1555 -0.3812 -0.177
S -3.287952 1.905879 -6.523660 -0.0615 0.0695 0.2334 0.105
S -1.923452 1.127079 -3.457860 -0.0523 0.1631 -0.2989 0.221
O -1.160452 0.073079 -6.139460 -0.4214 0.2596 -0.0008 -0.355
C 0.101648 -0.557821 -6.015360 0.5352 -0.1547 0.0377 -0.471
C 0.771948 -0.366821 -4.664060 -0.1731 -0.2055 -0.0673 -0.091
C 1.005548 -0.069721 -7.145260 -0.2495 -0.0902 0.0947 -0.058
H 1.179648 4.597679 -3.861560 0.0467 0.1374 0.0684 0.072
H 1.768548 3.107479 -4.616960 0.0734 -0.0248 0.0074 0.072
H 0.547548 3.026979 -3.333260 -0.0290 -0.0766 0.0810 0.062
H 0.132048 4.284679 -6.092760 -0.0652 -0.1258 0.2298 0.135
H -1.745852 3.874079 -3.723460 -0.0668 0.0190 0.0514 0.028
H -2.286952 4.264379 -5.360360 -0.0553 0.0851 0.0347 0.030
H -1.255552 5.408279 -4.469460 0.0627 0.1327 0.0274 0.074
H -0.115652 -1.628521 -6.165560 0.0857 0.2306 0.0667 0.136
H 1.014648 0.679479 -4.511060 0.0756 0.1147 0.0664 0.054
H 1.684048 -0.956621 -4.620560 0.1708 -0.0903 -0.0563 0.078
H 0.110548 -0.674921 -3.861160 0.0197 -0.0278 0.0827 0.033
H 1.181648 0.994479 -7.020460 0.0722 0.1266 0.0132 0.067
H 0.515648 -0.222821 -8.103860 -0.0243 -0.0317 -0.1294 0.074
H 1.954848 -0.602021 -7.133860 0.1149 -0.0729 -0.0008 0.071
```
Forces are in eV/Å.